# 1
{
  "formula": "C27H41N3PTi",
  "method": "the ωB97M-V functional and the def2-TZVPD basis",
  "total_charge": 1,
  "lumo_ev": [-3.9, -3.9],
  "orbital_gap_ev": [6.54, 6.54],
  "species": ["C", "C", "C", "C", "C", "Ti", "C", "C", "H", "C", "H", "H", "C", "H", "H", "H", "C", "H", "H", "H", "C", "H", "H", "H", "C", "H", "H", "H", "C", "H", "H", "H", "C", "H", "H", "H", "C", "H", "H", "H", "C", "C", "C", "C", "H", "C", "H", "C", "H", "H", "H", "C", "N", "C", "N", "C", "N", "C", "P", "C", "C", "H", "H", "H", "H", "H", "H", "H", "H", "H", "H", "H", "H"],
  "coordinates": [[1.422862, -2.088591, 0.121724], [1.969435, -1.472059, -1.056147], [1.014577, -1.632953, -2.139783], [-0.102563, -2.380105, -1.625475], [0.129518, -2.628038, -0.223530], [0.124269, -0.386639, -0.564579], [-3.173648, 0.996501, -1.829498], [-2.676903, 0.567496, -0.585250], [-2.501167, 1.321533, 0.206647], [-2.153103, -0.764636, -0.264212], [-2.615986, -1.507541, -0.916535], [-2.313279, -1.059285, 0.796566], [-3.128126, 2.522804, -2.057362], [-2.483178, 3.115720, -1.366020], [-2.768068, 2.826300, -3.065097], [-4.140499, 2.867716, -1.915744], [-2.686575, 0.187664, -3.043734], [-1.730793, -0.439072, -2.925187], [-3.479737, -0.506126, -3.306693], [-2.411652, 0.820971, -3.936476], [3.337020, -0.909842, -1.131354], [3.547221, -0.276907, -0.259215], [4.098020, -1.698543, -1.178997], [3.464327, -0.297486, -2.025532], [1.209436, -1.205398, -3.549871], [1.719062, -0.242056, -3.599306], [1.832674, -1.932371, -4.092829], [0.255844, -1.096207, -4.077750], [-1.160271, -3.038700, -2.437754], [-1.262707, -2.572711, -3.422637], [-0.907101, -4.098585, -2.604235], [-2.136665, -3.021402, -1.941605], [-0.686893, -3.504513, 0.654512], [-1.737896, -3.524960, 0.342860], [-0.300592, -4.535848, 0.610887], [-0.646258, -3.184086, 1.705384], [2.196731, -2.373984, 1.360016], [1.544806, -2.583039, 2.213583], [2.831107, -3.263237, 1.213454], [2.861028, -1.542562, 1.623819], [1.442708, 1.228940, -1.562819], [0.378533, 2.148241, -2.183288], [2.614960, 1.814575, -1.984376], [0.304372, 2.344149, -3.505864], [-0.717137, 2.423556, -1.941057], [2.695000, 2.505078, -3.311325], [3.460634, 1.943486, -1.322037], [1.526891, 2.609828, -4.127274], [-0.659545, 2.443982, -3.929333], [3.615290, 2.958609, -3.682764], [1.476008, 2.997492, -5.169375], [0.916172, 0.317578, 4.994194], [1.228668, 1.465731, 4.113226], [0.150454, 2.474962, 4.232366], [-1.183609, 1.912954, 3.922162], [-1.447844, 0.752878, 4.805938], [-0.400338, -0.283318, 4.683090], [-0.423716, -0.939327, 3.374576], [-0.070447, 0.272733, 1.965998], [1.439683, 1.047338, 2.720472], [-1.306629, 1.559269, 2.505794], [0.886616, 0.682655, 6.034088], [1.696127, -0.447432, 4.877119], [0.355650, 3.297790, 3.534366], [0.133589, 2.839517, 5.271527], [-2.416449, 0.309331, 4.537765], [-1.457720, 1.109009, 5.848659], [0.312013, -1.756107, 3.374090], [-1.416707, -1.389372, 3.217573], [1.708988, 1.920882, 2.109655], [2.273992, 0.332089, 2.675245], [-2.322985, 1.183782, 2.319112], [-1.147503, 2.459929, 1.895466]],
  "atomic_forces_ev_per_a": [[-0.5, -0.5, -1.4], [-0.6, -0.9, -0.1], [0.3, -1.3, 1.1], [1.3, -0.6, 0.5], [1.1, 0.0, -0.9], [-1.4, 2.9, 0.0], [5.2, 0.5, 1.6], [-0.6, 1.0, -1.3], [-0.7, -0.2, -0.5], [0.3, 0.3, 0.0], [0.4, 0.0, 0.2], [0.1, 0.2, -0.6], [-0.4, 0.1, 0.1], [-0.5, -0.7, 0.0], [-0.5, -0.5, 0.5], [-0.3, 0.7, -0.2], [0.2, -0.5, -0.7], [-1.3, 0.8, 0.5], [0.1, -0.3, -0.6], [-0.8, -0.5, 1.0], [0.6, 0.1, -0.1], [0.1, -0.2, -0.2], [-0.2, 0.0, 0.1], [0.0, -0.2, 0.2], [0.1, 0.2, -0.4], [0.0, 0.0, -0.1], [-0.3, 0.1, 0.2], [0.2, -0.1, 0.1], [-0.5, -0.1, -0.2], [0.0, -0.1, 0.2], [0.1, 0.3, 0.1], [0.2, -0.1, -0.2], [-0.4, -0.1, 0.3], [0.2, 0.0, 0.1], [-0.1, 0.3, 0.0], [0.0, -0.1, -0.3], [0.2, 0.1, 0.5], [0.2, 0.0, -0.2], [-0.2, 0.3, 0.0], [-0.1, -0.2, 0.0], [-3.9, 3.4, 1.3], [-3.2, -4.0, 1.9], [1.1, 1.8, -3.0], [2.4, 1.3, -1.3], [1.7, -1.6, 1.7], [-1.4, -0.5, 0.7], [0.5, -0.9, -0.3], [1.2, -0.3, -0.3], [-0.6, 0.7, -0.8], [-0.1, -0.4, 0.4], [0.7, -0.4, 0.9], [-0.4, 0.3, -0.5], [-0.2, -0.1, 0.1], [-0.1, -0.7, -0.1], [0.2, -0.3, 0.1], [0.6, 0.1, -0.4], [0.0, 0.2, 0.0], [-0.1, -0.1, 0.1], [0.3, -0.3, 0.8], [0.1, 0.3, 0.2], [-0.2, 0.3, 0.1], [0.1, -0.2, -0.4], [-0.2, 0.2, 0.1], [0.0, -0.1, 0.3], [0.0, -0.1, -0.4], [0.2, 0.2, 0.2], [-0.1, -0.2, -0.4], [-0.2, 0.3, 0.0], [0.2, 0.1, 0.0], [0.0, -0.2, 0.1], [-0.2, 0.2, 0.0], [0.2, 0.1, 0.0], [-0.1, -0.2, 0.1]]
}

# 2
{
  "formula": "C5H14NO",
  "method": "the ωB97M-V functional and the def2-TZVPD basis",
  "total_charge": 1,
  "lumo_ev": -4.9,
  "relative_energy_kcal_mol": 34.6,
  "orbital_gap_ev": 10.13,
  "species": ["C", "C", "C", "C", "C", "N", "H", "H", "H", "H", "H", "H", "H", "H", "H", "H", "H", "H", "H", "H", "O"],
  "coordinates": [[-0.191540, -2.171030, 1.592879], [-0.858778, -1.722969, 0.302469], [-0.710885, -0.223015, 0.008506], [0.668349, 0.147390, -0.547627], [0.557723, 1.619275, -2.511364], [0.616144, 0.458358, -2.012225], [-0.458207, -3.208285, 1.815526], [-0.530047, -1.589590, 2.447689], [0.896072, -2.114736, 1.611451], [-1.908979, -1.985514, 0.337955], [-0.419407, -2.298101, -0.518898], [-0.816744, 0.346447, 0.928759], [-1.509908, 0.045939, -0.687319], [1.368280, -0.678275, -0.433114], [1.007011, 1.074012, -0.094981], [0.573855, 1.746372, -3.584195], [0.472027, 2.466654, -1.842794], [0.724721, -0.330497, -2.656740], [-0.231370, 2.697420, 2.602550], [0.691302, 3.215677, 1.536902], [0.060372, 2.504461, 1.704569]],
  "atomic_forces_ev_per_a": [[-0.1, -0.3, 0.5], [0.6, 0.0, 0.0], [-0.1, -0.7, 0.0], [-0.6, 0.4, -0.5], [-0.2, 0.0, 0.1], [0.5, -0.7, 0.0], [0.1, 0.1, -0.1], [-0.2, 0.2, 0.0], [0.1, 0.1, -0.3], [-0.2, 0.0, 0.0], [-0.2, 0.0, -0.2], [-0.3, 0.1, 0.0], [0.2, 0.4, 0.1], [0.2, 0.2, 0.1], [0.3, -0.2, 0.2], [0.0, 0.0, -0.1], [0.1, 0.1, 0.0], [-0.2, 0.2, 0.2], [-0.2, -0.2, 0.0], [0.0, -0.1, 0.0], [0.3, 0.3, -0.1]]
}

# 3
{
  "formula": "C3H4N2O3",
  "method": "the ωB97M-V functional and the def2-TZVPD basis",
  "lumo_ev": -2.0,
  "relative_energy_kcal_mol": 235.5,
  "orbital_gap_ev": 7.89,
  "species": ["C", "C", "C", "H", "H", "H", "H", "N", "N", "O", "O", "O"],
  "coordinates": [[1.800790, -0.451456, -0.050926], [-0.618176, -0.745450, -0.111943], [-0.972057, 0.603783, -0.171674], [2.552446, -1.145763, 0.757373], [2.648277, -0.173190, -1.113398], [1.377924, 0.663258, 0.505129], [-0.677918, 2.614626, 0.880290], [-1.628450, -1.494572, 0.192059], [-2.187557, 0.578878, -0.265836], [0.598275, -1.335866, -0.310878], [-2.778666, -0.762421, -0.162122], [-0.114883, 1.648169, -0.148076]],
  "atomic_forces_ev_per_a": [[2.2, 0.8, 1.5], [2.7, -3.5, 1.1], [2.8, -0.3, -0.3], [-2.5, 2.3, -2.5], [-3.4, -1.1, 3.2], [1.8, -3.8, -1.9], [1.8, -3.5, -3.9], [-0.5, -1.3, -1.9], [-7.9, 1.8, -0.5], [1.1, 2.0, 0.4], [4.6, 3.0, 1.4], [-2.8, 3.7, 3.5]]
}

# 4
{
  "formula": "C56H47AsN2O9P2S2Ti",
  "method": "the ωB97M-V functional and the def2-TZVPD basis",
  "total_charge": 1,
  "lumo_ev": [-2.2, -2.2],
  "multiplicity": 2,
  "relative_energy_kcal_mol": 0.0,
  "s2": 0.7528,
  "orbital_gap_ev": [7.32, 7.52],
  "species": ["Ti", "O", "S", "C", "C", "C", "C", "C", "C", "C", "C", "C", "C", "P", "C", "C", "C", "C", "C", "C", "C", "C", "C", "C", "C", "C", "C", "C", "C", "C", "C", "C", "C", "C", "C", "C", "C", "C", "P", "C", "C", "C", "C", "C", "C", "C", "C", "C", "C", "C", "C", "C", "C", "H", "H", "H", "H", "H", "H", "H", "H", "H", "H", "H", "H", "H", "H", "H", "H", "H", "H", "H", "H", "H", "H", "H", "H", "H", "H", "H", "H", "H", "H", "H", "H", "H", "H", "H", "H", "O", "As", "O", "O", "C", "C", "C", "C", "C", "C", "S", "O", "O", "O", "H", "H", "H", "H", "H", "C", "O", "C", "O", "N", "N", "H", "H", "H", "H", "H", "H"],
  "coordinates": [[0.516058, -0.394270, -0.769266], [0.403388, -2.180900, -1.716806], [-0.746733, -1.678814, 1.102487], [-1.854439, -3.056587, 0.761929], [-1.596366, -4.278978, 1.345673], [-2.502682, -5.350068, 1.329637], [-3.741855, -5.139782, 0.800005], [-4.958490, -6.023003, 0.739547], [-6.077772, -5.106877, 0.192191], [-5.382654, -3.824814, -0.175557], [-5.855684, -2.678909, -0.749151], [-4.947479, -1.635126, -0.962013], [-3.613687, -1.669411, -0.579631], [-2.789566, -0.145186, -1.093822], [-3.476490, 0.418354, -2.668155], [-2.995642, -0.224899, -3.807377], [-3.376323, 0.218323, -5.062499], [-4.224630, 1.310951, -5.183940], [-4.692648, 1.959660, -4.050343], [-4.324605, 1.514744, -2.790071], [-3.115285, 1.114108, 0.160450], [-2.673061, 2.407439, -0.107998], [-2.911091, 3.420141, 0.804054], [-3.571091, 3.140899, 1.994720], [-4.003781, 1.852428, 2.266798], [-3.786567, 0.838820, 1.346207], [-3.109229, -2.817113, 0.118747], [-4.033463, -3.884768, 0.231163], [0.795572, -2.483728, 1.559046], [1.236639, -3.496441, 0.736865], [2.352630, -4.291174, 1.024861], [3.002628, -4.098787, 2.203899], [4.149791, -4.833621, 2.841503], [4.363652, -4.136309, 4.203451], [3.352239, -3.023464, 4.232377], [3.064023, -2.091378, 5.180139], [2.070643, -1.140869, 4.911148], [1.335663, -1.099856, 3.743329], [0.223185, 0.319872, 3.414543], [-0.959794, -0.001706, 4.808605], [-0.705496, 0.432801, 6.108921], [-1.540958, 0.069433, 7.154207], [-2.651204, -0.726944, 6.921215], [-2.929868, -1.142759, 5.628586], [-2.091236, -0.785055, 4.583834], [1.121053, 1.753920, 4.153945], [0.349051, 2.910521, 4.303400], [0.914765, 4.088568, 4.760425], [2.274629, 4.142657, 5.043771], [3.055535, 3.009504, 4.878457], [2.484847, 1.823406, 4.429960], [1.524981, -2.150997, 2.764769], [2.587367, -3.049065, 3.047885], [-0.658733, -4.422280, 1.861386], [-2.219764, -6.298500, 1.766359], [-5.199311, -6.424788, 1.723803], [-4.784695, -6.874069, 0.079035], [-6.829609, -4.906414, 0.957968], [-6.594760, -5.545795, -0.660922], [-6.888288, -2.571860, -1.052583], [-5.312265, -0.741478, -1.454535], [-2.311676, -1.057489, -3.711496], [-3.007255, -0.287884, -5.943975], [-4.515022, 1.658630, -6.166249], [-5.344141, 2.817381, -4.151593], [-4.694650, 2.016835, -1.904431], [-2.157974, 2.607921, -1.037744], [-2.587816, 4.431263, 0.594605], [-3.763456, 3.932182, 2.707792], [-4.515561, 1.638791, 3.195493], [-4.153587, -0.161135, 1.539378], [0.690796, -3.687903, -0.175644], [2.652109, -5.061356, 0.326185], [5.036927, -4.773364, 2.209362], [3.913505, -5.891014, 2.968622], [5.378597, -3.749919, 4.301989], [4.195532, -4.824498, 5.033295], [3.596154, -2.060172, 6.122256], [1.869710, -0.402733, 5.677511], [0.149794, 1.063795, 6.311249], [-1.319948, 0.405071, 8.159177], [-3.289369, -1.031116, 7.740215], [-3.800067, -1.754713, 5.425691], [-2.316387, -1.126030, 3.586713], [-0.708412, 2.862702, 4.072107], [0.294248, 4.963528, 4.911194], [2.719511, 5.062944, 5.398158], [4.111802, 3.037920, 5.112563], [3.108550, 0.946014, 4.323414], [3.268214, 1.036035, -2.072424], [3.420546, -0.502719, -1.223467], [4.857945, -0.456426, -0.479655], [2.124687, -0.836731, -0.181568], [3.476385, -1.824756, -2.664008], [4.725932, -2.337167, -2.982993], [4.848873, -3.271297, -4.001931], [3.732417, -3.691622, -4.712290], [2.483672, -3.166199, -4.418720], [2.368634, -2.231284, -3.403666], [0.769722, -1.578239, -3.016285], [-0.132332, -1.843615, -4.088335], [-1.304002, -0.261400, -1.364154], [0.960736, -0.118814, -2.713103], [2.455998, 1.041916, -2.597117], [5.581766, -1.982755, -2.421283], [5.822730, -3.673919, -4.243924], [3.830403, -4.425678, -5.499655], [1.597498, -3.456324, -4.966504], [0.681823, 4.851195, -0.420899], [0.161980, 3.522109, -0.320199], [0.979326, 2.517383, -0.057744], [0.545045, 1.371369, -0.253431], [2.230075, 2.812456, 0.349492], [3.097748, 1.757254, 0.597732], [-0.070078, 5.417247, -0.964465], [1.613608, 4.862772, -0.986236], [0.824541, 5.290187, 0.568004], [2.362242, 3.672972, 0.869893], [3.175561, 1.546654, 1.582725], [4.006647, 1.926840, 0.186841]],
  "atomic_forces_ev_per_a": [[-2.6, -1.7, 0.6], [-0.1, -0.8, -0.8], [0.3, -0.2, 1.0], [0.1, 0.1, -0.1], [0.1, 0.2, -0.1], [-0.2, -0.1, 0.0], [0.1, 0.1, 0.1], [0.0, -0.1, 0.0], [-0.1, 0.0, 0.0], [0.1, 0.2, 0.0], [-0.2, -0.2, 0.1], [0.2, 0.1, 0.0], [-0.2, 0.3, -0.2], [-0.2, 0.3, 0.1], [0.1, 0.0, 0.2], [0.0, -0.1, 0.0], [0.0, 0.0, 0.0], [0.0, 0.0, 0.0], [-0.1, 0.1, -0.1], [-0.1, -0.1, 0.1], [0.0, -0.2, -0.3], [0.0, 0.0, 0.0], [0.0, 0.0, 0.1], [0.0, 0.0, 0.0], [0.0, 0.0, 0.1], [0.0, -0.1, 0.0], [-0.1, -0.2, 0.0], [0.2, 0.1, 0.0], [0.1, 0.0, 0.8], [-0.1, 0.3, 0.0], [0.1, -0.3, -0.2], [0.0, 0.2, 0.2], [0.0, -0.1, -0.1], [0.1, 0.0, 0.1], [-0.2, 0.0, -0.3], [0.3, -0.1, 0.3], [-0.3, -0.1, -0.1], [0.1, -0.4, -0.7], [-0.2, -0.1, 0.6], [0.0, 0.1, -0.1], [-0.1, 0.0, 0.0], [0.0, 0.0, 0.1], [0.0, -0.1, 0.0], [0.0, 0.0, 0.0], [0.1, 0.1, 0.0], [0.1, 0.0, -0.4], [0.1, -0.1, 0.0], [-0.1, 0.0, 0.0], [0.0, 0.0, 0.0], [0.0, 0.1, 0.0], [-0.1, 0.0, 0.0], [0.0, -0.2, 0.1], [-0.3, 0.3, -0.1], [0.0, 0.0, 0.0], [0.0, 0.0, 0.1], [0.0, 0.0, 0.0], [0.0, 0.0, 0.0], [0.0, 0.0, 0.0], [0.0, 0.0, 0.0], [0.0, 0.0, 0.0], [-0.1, -0.1, -0.1], [0.0, 0.0, -0.1], [0.0, 0.0, 0.0], [0.0, 0.0, 0.0], [0.0, 0.0, 0.0], [0.0, 0.0, 0.0], [0.0, 0.1, 0.0], [0.0, 0.0, 0.0], [0.0, 0.0, 0.0], [0.0, 0.0, 0.0], [0.0, 0.0, 0.1], [0.0, -0.1, 0.1], [0.0, 0.0, 0.0], [0.0, 0.0, 0.0], [0.0, 0.0, -0.1], [0.0, 0.0, 0.0], [0.1, 0.0, 0.0], [0.0, 0.0, 0.0], [0.0, 0.0, -0.1], [0.0, 0.0, 0.1], [0.0, 0.0, 0.0], [0.0, 0.1, 0.0], [0.0, 0.0, 0.0], [0.0, -0.1, -0.2], [-0.1, 0.1, 0.0], [0.0, 0.0, 0.0], [0.0, 0.0, 0.0], [0.0, 0.0, 0.0], [0.0, 0.0, -0.1], [-0.3, -0.1, 0.1], [2.6, 0.1, -0.4], [0.0, 0.0, 0.1], [2.2, -0.5, 0.5], [-0.4, 0.3, 0.2], [-0.1, 0.2, 0.2], [-0.1, -0.1, -0.1], [0.1, 0.0, 0.1], [-0.2, 0.1, 0.0], [0.0, 0.2, 0.0], [0.1, -1.2, -1.5], [0.2, 0.0, -0.1], [-1.8, 0.1, -0.3], [0.3, 0.0, -0.7], [0.1, 0.0, -0.2], [0.0, -0.1, 0.0], [0.0, 0.0, 0.0], [0.0, 0.0, 0.0], [0.0, 0.0, -0.1], [0.0, 0.3, -0.1], [0.0, -0.1, 0.0], [0.0, -0.2, -0.2], [0.5, 3.9, 1.1], [-0.3, -0.1, 0.4], [0.2, -0.1, 0.2], [0.0, 0.0, 0.1], [0.0, 0.0, 0.0], [0.0, 0.0, 0.0], [0.0, 0.0, -0.2], [0.0, 0.1, 0.2], [0.0, 0.0, -0.1]]
}